No. 1
64
Properties=species:S:1:pos:R:3:nbo_charge:R:1 method="wB97M-V/def2-TZVPD" homo_lumo_gap_ev=4.11 relative_energy_kcal_mol=3.7 homo_ev=-2.27 spin_multiplicity=1 total_charge=-1
Sc -0.433 -0.158 -0.006 1.637
Cl -4.101 -1.122 6.195 -0.060
C -2.932 -0.714 4.963 0.016
C -1.574 -0.800 5.307 -0.469
C -0.662 -0.418 4.329 -0.021
Cl 1.022 -0.484 4.758 -0.027
C -1.044 0.005 3.070 0.174
O -0.073 0.515 2.139 -0.580
C -2.440 -0.001 2.686 -0.137
C -2.877 0.273 1.412 -0.037
O -2.083 0.595 0.377 -0.855
C -3.370 -0.343 3.732 -0.305
H -1.246 -1.134 6.278 0.223
H -3.948 0.197 1.212 0.153
H -4.430 -0.289 3.524 0.210
I 2.399 -0.913 1.281 0.275
C 2.861 1.019 2.036 -0.109
C 4.196 1.315 2.040 -0.248
C 4.648 2.559 2.507 -0.225
C 3.749 3.478 2.955 -0.162
C 2.361 3.207 2.954 -0.064
C 1.459 4.183 3.425 -0.190
C 0.115 3.945 3.425 -0.186
C -0.375 2.719 2.971 -0.217
C 0.473 1.737 2.536 0.310
C 1.881 1.944 2.487 -0.049
H 4.902 0.582 1.673 0.219
H 5.709 2.772 2.503 0.209
H 4.079 4.443 3.321 0.205
H 1.859 5.127 3.777 0.202
H -0.579 4.701 3.769 0.212
H -1.440 2.524 2.949 0.252
F -0.740 3.285 0.067 -0.524
B 0.337 2.940 -0.710 1.375
F 0.705 1.484 -0.322 -0.590
F 0.043 2.897 -2.061 -0.546
F 1.468 3.672 -0.440 -0.543
I -2.940 -1.116 -2.110 0.261
C -1.216 -0.508 -3.148 0.147
C -1.148 -0.648 -4.521 -0.282
C 0.033 -0.279 -5.140 -0.136
C 1.072 0.215 -4.366 -0.241
C 0.890 0.333 -3.003 0.092
N -0.244 -0.022 -2.392 -0.540
H -1.986 -1.045 -5.074 0.233
H 0.143 -0.384 -6.212 0.217
H 2.012 0.512 -4.809 0.223
H 1.672 0.739 -2.375 0.230
O -0.948 -1.955 0.976 -0.663
C -0.366 -2.682 0.142 0.629
N 0.316 -2.135 -0.861 -0.944
S 0.958 -3.278 -1.840 2.321
O 2.392 -3.201 -1.850 -0.927
O 0.300 -3.266 -3.121 -0.938
C 0.396 -4.672 -0.866 -0.304
C 0.592 -6.027 -1.008 -0.180
C 0.009 -6.865 -0.063 -0.192
C -0.741 -6.347 0.992 -0.205
C -0.921 -4.980 1.133 -0.165
C -0.341 -4.153 0.185 -0.075
H 1.187 -6.425 -1.820 0.230
H 0.143 -7.935 -0.145 0.215
H -1.186 -7.024 1.710 0.218
H -1.486 -4.543 1.947 0.248



No. 2
69
Properties=species:S:1:pos:R:3:nbo_charge:R:1 method="wB97M-V/def2-TZVPD" homo_lumo_gap_ev=6.80 relative_energy_kcal_mol=7.1 homo_ev=-5.28 spin_multiplicity=1 total_charge=-1
Bi -0.082 -0.008 0.181 2.178
O 0.918 -3.951 3.109 -0.677
C 0.844 -2.864 2.327 0.775
O 0.071 -2.780 1.407 -0.571
C 1.798 -1.789 2.719 0.062
C 2.806 -1.976 3.650 -0.198
C 3.647 -0.904 3.927 -0.178
C 3.428 0.305 3.296 -0.182
C 2.390 0.403 2.371 0.126
N 1.615 -0.629 2.092 -0.436
C 2.134 1.728 1.636 0.758
O 2.817 2.677 1.987 -0.631
O 1.247 1.723 0.709 -0.807
H 0.263 -4.589 2.799 0.503
H 2.927 -2.935 4.131 0.234
H 4.469 -1.022 4.621 0.219
H 4.033 1.182 3.478 0.255
O 0.130 2.458 -3.137 -0.931
S 0.234 1.044 -3.283 2.438
O 1.079 0.577 -4.378 -1.020
O 0.639 0.292 -2.055 -1.114
C -1.399 0.396 -3.654 -0.342
C -1.489 -0.486 -4.722 -0.192
C -2.706 -1.053 -5.068 -0.215
C -3.850 -0.702 -4.364 -0.220
C -3.765 0.181 -3.302 -0.224
C -2.537 0.711 -2.921 -0.239
S -2.595 1.801 -1.492 2.442
O -3.764 1.359 -0.761 -1.018
O -2.674 3.147 -1.975 -0.934
O -1.341 1.546 -0.705 -1.097
H -0.584 -0.695 -5.274 0.250
H -2.759 -1.761 -5.884 0.208
H -4.809 -1.121 -4.643 0.209
H -4.635 0.454 -2.720 0.252
Br -7.417 2.955 -2.940 0.047
C -7.352 1.970 -1.322 -0.087
C -8.169 0.859 -1.182 -0.243
C -8.117 0.129 -0.011 -0.233
C -7.238 0.489 1.012 0.124
C -6.443 1.626 0.855 -0.217
C -6.502 2.372 -0.309 -0.194
N -7.359 -0.214 2.234 -0.178
N -6.429 -0.466 3.023 -0.112
C -5.059 -0.326 2.739 -0.023
C -4.277 0.251 3.724 -0.163
C -2.934 0.552 3.522 -0.322
C -2.283 0.220 2.335 0.457
O -1.032 0.533 2.138 -0.850
C -3.038 -0.546 1.378 0.067
N -2.355 -1.048 0.327 -0.504
C -2.965 -1.772 -0.578 0.061
C -4.328 -2.083 -0.482 -0.209
C -5.046 -1.600 0.579 -0.164
C -4.420 -0.797 1.554 0.000
H -8.842 0.576 -1.979 0.222
H -8.742 -0.745 0.124 0.218
H -5.773 1.937 1.644 0.234
H -5.859 3.231 -0.439 0.249
H -4.763 0.553 4.645 0.219
H -2.362 1.076 4.276 0.220
H -2.354 -2.161 -1.387 0.204
H -4.792 -2.698 -1.240 0.213
H -6.091 -1.859 0.686 0.218
Br 3.217 -1.184 -0.975 0.042
C 2.422 -1.837 -2.607 -0.514
Br 0.803 -2.802 -2.213 0.034
H 3.118 -2.527 -3.068 0.218
H 2.168 -0.996 -3.238 0.284



No. 3
58
Properties=species:S:1:pos:R:3:lowdin_spin:R:1 method="wB97M-V/def2-TZVPD" homo_lumo_gap_ev="7.55 / 6.75" relative_energy_kcal_mol=0.0 homo_ev="-7.63 / -7.81" spin_multiplicity=3 s_squared=2.01
Pt -0.078 -0.849 -0.264 1.256
O 1.460 0.253 0.962 0.113
N 2.713 0.107 0.618 0.006
C 3.604 0.913 1.221 0.002
C 4.947 0.831 0.962 0.000
C 5.398 -0.126 0.051 -0.001
C 4.479 -0.929 -0.574 0.010
C 3.111 -0.816 -0.300 0.025
S 2.008 -1.850 -1.103 0.199
H 3.170 1.619 1.911 0.001
H 5.625 1.517 1.442 0.000
H 6.449 -0.226 -0.160 0.000
H 4.773 -1.664 -1.307 0.004
C -4.865 -2.465 5.088 0.000
C -4.794 -1.095 4.894 0.000
C -3.935 -0.576 3.943 0.002
C -3.123 -1.419 3.188 0.020
C -3.202 -2.789 3.384 0.003
C -4.070 -3.309 4.332 0.001
As -1.882 -0.524 1.900 0.043
C -0.509 -0.148 3.241 0.011
C -0.435 0.968 4.054 -0.001
C 0.656 1.145 4.893 0.009
C 1.681 0.212 4.904 -0.001
C 1.618 -0.905 4.094 0.009
C 0.523 -1.101 3.261 0.000
C 0.347 -2.217 2.342 0.038
C 1.146 -3.350 2.268 -0.009
C 0.848 -4.357 1.364 0.036
C -0.254 -4.256 0.526 -0.009
C -1.071 -3.136 0.575 0.050
C -0.772 -2.090 1.473 -0.007
H -5.540 -2.874 5.824 0.000
H -5.411 -0.432 5.483 0.000
H -3.880 0.496 3.777 0.001
H -2.586 -3.460 2.797 0.001
H -4.121 -4.379 4.481 0.000
H -1.224 1.710 4.023 0.000
H 0.718 2.019 5.524 0.001
H 2.537 0.361 5.547 0.000
H 2.435 -1.614 4.097 0.000
H 2.001 -3.452 2.920 -0.001
H 1.481 -5.232 1.316 0.002
H -0.469 -5.052 -0.172 -0.001
H -1.968 -3.078 -0.036 0.004
Br -1.657 4.094 -6.001 0.000
C -2.433 2.937 -4.710 0.000
C -3.815 2.828 -4.612 0.000
N -4.394 2.024 -3.741 0.000
C -3.638 1.287 -2.948 0.002
C -2.245 1.320 -2.985 0.003
C -1.622 2.185 -3.879 0.002
C -1.444 0.465 -2.066 0.015
O -2.022 -0.461 -1.440 0.075
O -0.218 0.683 -1.945 0.085
H -4.465 3.402 -5.259 0.000
H -4.151 0.638 -2.253 0.000
H -0.544 2.244 -3.916 0.001



No. 4
61
Properties=species:S:1:pos:R:3:lowdin_spin:R:1 method="wB97M-V/def2-TZVPD" homo_lumo_gap_ev="6.35 / 6.05" homo_ev="-2.16 / -2.11" spin_multiplicity=5 s_squared=6.02 total_charge=-2
Co 1.740 -0.631 -0.246 2.689
C -3.650 -3.852 2.001 0.001
C -2.288 -4.114 1.986 0.000
C -1.422 -3.269 1.305 0.002
C -1.918 -2.169 0.611 0.012
C -3.287 -1.905 0.641 0.004
C -4.150 -2.742 1.333 0.001
P -0.721 -1.137 -0.306 0.037
C -1.559 0.477 -0.340 0.003
C -1.792 1.101 0.888 0.002
C -2.343 2.370 0.931 0.000
C -2.656 3.038 -0.248 0.003
C -2.420 2.426 -1.470 0.000
C -1.875 1.148 -1.516 0.003
C -0.895 -1.735 -2.022 -0.001
C -2.023 -2.331 -2.523 0.003
C -2.073 -2.748 -3.870 -0.001
C -0.996 -2.555 -4.687 0.003
C 0.191 -1.956 -4.200 0.001
C 1.317 -1.753 -5.032 0.007
C 2.439 -1.166 -4.520 0.002
C 2.493 -0.768 -3.163 0.019
C 1.444 -0.954 -2.288 0.041
C 0.262 -1.546 -2.838 0.008
H -4.323 -4.502 2.549 0.000
H -1.888 -4.954 2.536 0.000
H -0.352 -3.439 1.337 0.000
H -3.674 -1.032 0.130 0.000
H -5.211 -2.524 1.356 0.000
H -1.510 0.593 1.804 0.000
H -2.505 2.851 1.888 0.000
H -3.072 4.038 -0.213 0.000
H -2.652 2.945 -2.392 0.000
H -1.685 0.676 -2.473 0.000
H -2.884 -2.488 -1.885 0.000
H -2.973 -3.217 -4.252 0.000
H -1.032 -2.865 -5.728 0.000
H 1.270 -2.069 -6.069 0.000
H 3.303 -1.009 -5.158 0.000
H 3.407 -0.307 -2.805 0.002
O 3.151 1.020 -0.763 0.039
C 3.386 2.015 -0.089 0.005
C 2.664 2.506 1.052 0.011
C 3.091 3.705 1.610 0.003
C 2.457 4.235 2.709 0.003
C 1.385 3.543 3.320 0.004
C 0.952 2.364 2.804 0.011
C 1.553 1.791 1.632 0.015
O 1.100 0.709 1.169 0.035
N 2.895 5.494 3.241 0.000
O 2.296 5.962 4.203 0.001
O 3.842 6.066 2.713 0.001
H 4.249 2.641 -0.386 0.002
H 3.934 4.230 1.177 0.000
H 0.941 3.956 4.214 0.000
H 0.184 1.778 3.290 0.000
Se 0.211 -1.538 3.930 -0.003
Sb 2.554 -1.592 3.343 -0.003
Se 3.036 -2.329 1.012 0.046
Se 4.122 -2.818 4.814 0.510
Se 3.959 0.337 3.955 0.476



No. 5
60
Properties=species:S:1:pos:R:3:lowdin_spin:R:1 method="wB97M-V/def2-TZVPD" homo_lumo_gap_ev="5.70 / 5.70" homo_ev="-8.27 / -8.20" spin_multiplicity=2 s_squared=0.80
Mn -0.195 -1.930 0.245 0.916
I 1.183 -2.156 2.402 0.004
C 1.480 -0.180 3.354 -0.001
C 1.586 -0.230 4.723 0.000
C 2.023 0.887 5.445 0.000
C 2.381 2.017 4.771 0.001
C 2.213 2.113 3.373 0.000
C 2.581 3.313 2.729 0.000
C 2.404 3.474 1.385 0.000
C 1.812 2.440 0.659 -0.001
C 1.458 1.232 1.227 -0.003
P 0.713 0.135 -0.069 -0.020
C 2.146 0.117 -1.179 -0.003
C 3.239 -0.626 -0.739 -0.001
C 4.383 -0.694 -1.510 0.000
C 4.439 -0.024 -2.722 -0.001
C 3.360 0.731 -3.149 0.000
C 2.214 0.811 -2.380 -0.001
C -0.617 1.160 -0.750 -0.001
C -1.039 1.001 -2.071 -0.001
C -2.157 1.686 -2.515 0.000
C -2.861 2.514 -1.654 -0.001
C -2.464 2.641 -0.333 0.000
C -1.353 1.959 0.124 -0.001
C 1.692 1.009 2.613 0.000
H 1.366 -1.150 5.235 0.000
H 2.114 0.824 6.517 0.000
H 2.796 2.863 5.298 0.000
H 2.997 4.111 3.327 0.000
H 2.696 4.381 0.877 0.000
H 1.629 2.595 -0.395 0.000
H 3.190 -1.155 0.207 0.000
H 5.226 -1.274 -1.169 0.000
H 5.324 -0.090 -3.334 0.000
H 3.404 1.253 -4.092 0.000
H 1.373 1.396 -2.722 0.000
H -0.524 0.318 -2.734 0.000
H -2.487 1.557 -3.535 0.000
H -3.733 3.048 -2.005 0.000
H -3.034 3.251 0.351 0.000
H -1.060 2.023 1.162 0.000
O -0.452 -3.678 -2.577 0.003
S 0.080 -2.443 -2.100 0.005
O 0.688 -1.566 -3.057 -0.002
O 1.014 -2.679 -0.914 -0.015
O -0.991 -1.667 -1.335 0.007
O -3.533 -0.027 1.396 -0.006
C -2.815 -0.894 0.937 0.003
O -1.539 -0.940 1.188 0.009
C -3.380 -1.956 0.029 0.006
C -4.489 -1.589 -0.725 -0.001
C -5.105 -2.492 -1.571 0.004
C -4.612 -3.785 -1.679 0.000
C -3.496 -4.165 -0.961 0.006
C -2.859 -3.251 -0.121 0.010
S -1.418 -3.807 0.692 0.086
H -4.853 -0.578 -0.619 0.000
H -5.970 -2.190 -2.142 0.000
H -5.091 -4.490 -2.341 0.000
H -3.076 -5.155 -1.068 0.001



No. 6
63
Properties=species:S:1:pos:R:3:lowdin_spin:R:1 method="wB97M-V/def2-TZVPD" homo_lumo_gap_ev="6.78 / 8.13" relative_energy_kcal_mol=10.7 homo_ev="-6.59 / -7.99" spin_multiplicity=3 s_squared=2.02
V -1.154 1.710 0.961 1.902
O -4.727 3.476 5.687 0.001
C -3.949 2.908 4.751 0.001
C -3.647 1.548 4.710 0.000
C -2.835 1.079 3.699 0.005
N -2.343 1.872 2.749 0.013
C -2.626 3.151 2.810 0.013
Br -1.846 4.255 1.493 0.058
C -3.412 3.744 3.773 0.003
H -5.048 2.817 6.311 0.000
H -4.037 0.862 5.451 0.000
H -2.572 0.033 3.624 0.001
H -3.613 4.804 3.780 0.001
O 0.015 0.463 1.985 0.011
N 1.313 0.657 1.956 0.034
N 1.616 1.659 1.264 0.021
O 0.732 2.395 0.669 0.011
C 3.018 2.021 1.134 0.000
C 3.309 3.129 0.362 0.002
C 4.642 3.482 0.202 0.000
C 5.646 2.741 0.803 0.002
C 5.316 1.632 1.574 0.000
C 3.997 1.255 1.750 0.002
H 2.508 3.686 -0.098 0.000
H 4.891 4.346 -0.401 0.000
H 6.682 3.022 0.672 0.000
H 6.096 1.047 2.044 0.000
H 3.727 0.391 2.336 0.000
F 4.835 -3.402 -1.187 0.000
C 3.675 -2.709 -1.211 0.000
C 3.719 -1.343 -1.056 0.000
C 2.510 -0.656 -1.079 0.000
C 1.293 -1.305 -1.247 0.000
C 1.313 -2.690 -1.416 0.000
C 2.498 -3.408 -1.397 0.000
Sb -0.573 -0.190 -1.317 0.018
C -0.861 -0.645 -3.399 0.008
C -1.466 -1.785 -3.916 0.001
C -1.530 -2.009 -5.285 0.000
C -0.976 -1.063 -6.121 0.000
F -1.029 -1.270 -7.455 0.000
C -0.371 0.085 -5.660 0.000
C -0.327 0.285 -4.288 0.001
C -1.702 -1.758 -0.413 0.002
C -2.968 -2.120 -0.862 0.000
C -3.707 -3.109 -0.223 0.000
C -3.145 -3.713 0.882 0.000
F -3.846 -4.677 1.521 0.000
C -1.901 -3.375 1.374 0.000
C -1.185 -2.387 0.713 0.001
H 4.666 -0.837 -0.924 0.000
H 2.544 0.424 -0.982 0.000
H 0.385 -3.234 -1.557 0.000
H 2.525 -4.481 -1.522 0.000
H -1.885 -2.535 -3.255 0.000
H -1.991 -2.893 -5.704 0.000
H 0.045 0.795 -6.361 0.000
H 0.145 1.189 -3.915 0.001
H -3.415 -1.621 -1.714 0.000
H -4.691 -3.403 -0.560 0.000
H -1.511 -3.878 2.247 0.000
H -0.205 -2.109 1.096 0.000
O -2.568 1.637 0.141 -0.115



No. 7
60
Properties=species:S:1:pos:R:3:lowdin_spin:R:1 method="wB97M-V/def2-TZVPD" homo_lumo_gap_ev="6.41 / 6.50" relative_energy_kcal_mol=0.0 homo_ev="-10.65 / -10.86" spin_multiplicity=3 s_squared=2.01 total_charge=+1
W -0.937 0.722 -0.836 1.635
I -8.421 2.414 -0.260 0.000
C -6.480 1.668 -0.293 0.000
C -6.266 0.303 -0.432 0.000
C -4.971 -0.185 -0.434 0.000
I -4.637 -2.226 -0.606 0.000
C -3.886 0.684 -0.323 0.010
O -2.640 0.145 -0.254 0.041
C -4.098 2.054 -0.206 0.002
C -3.008 3.099 -0.234 0.006
N -1.634 2.648 0.136 0.010
C -0.680 3.743 -0.136 0.002
C 0.727 3.236 -0.216 0.010
C 1.813 4.058 0.022 -0.001
C 3.089 3.567 -0.191 0.013
C 3.241 2.262 -0.632 -0.001
C 2.116 1.489 -0.825 0.011
N 0.876 1.963 -0.615 0.003
C -5.406 2.531 -0.179 0.001
H -7.099 -0.379 -0.526 0.000
H -3.286 3.931 0.418 0.000
H -2.932 3.480 -1.252 0.001
H -1.628 2.473 1.139 0.005
H -0.775 4.544 0.600 0.000
H -0.934 4.152 -1.117 0.001
H 1.651 5.073 0.357 0.000
H 3.953 4.195 -0.017 0.001
H 4.216 1.838 -0.824 0.000
H 2.192 0.466 -1.163 0.001
H -5.582 3.595 -0.081 0.000
N 6.181 -6.237 2.098 0.000
C 5.364 -5.498 1.777 0.000
C 4.343 -4.568 1.373 0.000
C 3.174 -5.034 0.776 0.000
C 2.199 -4.135 0.382 0.000
C 2.378 -2.770 0.592 0.000
C 3.542 -2.312 1.203 0.000
C 4.529 -3.204 1.585 0.000
C 1.327 -1.797 0.192 0.000
C 0.700 -1.100 1.212 0.006
C 0.795 -1.355 2.609 0.033
C -0.170 -0.602 3.228 0.005
C -0.837 0.097 2.203 0.037
N -0.321 -0.170 1.005 0.006
C 1.034 -1.687 -1.180 0.005
C 1.640 -2.413 -2.215 0.007
C 1.033 -2.040 -3.410 0.000
C 0.089 -1.083 -3.087 0.013
N 0.068 -0.834 -1.749 0.017
H 3.034 -6.096 0.626 0.000
H 1.286 -4.495 -0.075 0.000
H 3.677 -1.252 1.374 0.000
H 5.439 -2.853 2.051 0.000
H 1.472 -2.053 3.072 0.002
H -0.407 -0.568 4.278 0.000
H -1.699 0.740 2.308 0.002
H 2.433 -3.131 -2.090 0.000
H 1.246 -2.411 -4.398 0.000
H -0.570 -0.547 -3.750 0.001
Br -1.554 1.862 -3.009 0.116



No. 8
62
Properties=species:S:1:pos:R:3:nbo_charge:R:1 method="wB97M-V/def2-TZVPD" homo_lumo_gap_ev=6.58 relative_energy_kcal_mol=0.0 homo_ev=-10.28 spin_multiplicity=1 total_charge=+1
Ca -0.263 0.371 0.353 1.733
C 1.027 -4.285 -0.190 -0.087
O -0.439 -4.151 -0.077 -0.461
C -0.652 -2.853 0.068 0.554
N 0.326 -2.047 0.158 -0.577
C 1.562 -2.858 0.052 -0.111
C 2.477 -2.336 -1.026 -0.058
C 3.851 -2.365 -0.839 -0.194
C 4.703 -1.879 -1.821 -0.186
C 4.185 -1.365 -3.000 -0.198
C 2.811 -1.346 -3.199 -0.216
C 1.962 -1.832 -2.217 -0.185
C -2.067 -2.381 0.125 0.150
C -3.165 -3.219 0.195 -0.189
C -4.422 -2.635 0.262 -0.125
C -4.547 -1.253 0.250 -0.190
C -3.389 -0.502 0.176 0.147
N -2.175 -1.052 0.115 -0.512
C -3.372 0.999 0.129 0.564
N -2.300 1.678 0.187 -0.605
C -2.686 3.090 -0.047 -0.142
C -4.224 3.031 -0.152 -0.087
O -4.539 1.594 -0.032 -0.457
C -2.023 3.629 -1.297 0.044
C -1.519 2.790 -2.285 -0.274
C -0.938 3.310 -3.436 -0.188
C -0.870 4.682 -3.610 -0.202
C -1.387 5.529 -2.638 -0.183
C -1.956 5.006 -1.489 -0.228
H 1.226 -4.650 -1.195 0.213
H 1.337 -5.010 0.556 0.216
H 2.072 -2.785 1.016 0.226
H 4.262 -2.732 0.094 0.219
H 5.772 -1.891 -1.658 0.226
H 4.850 -0.980 -3.760 0.226
H 2.405 -0.954 -4.122 0.220
H 0.889 -1.830 -2.387 0.194
H -3.033 -4.290 0.197 0.257
H -5.304 -3.257 0.321 0.245
H -5.512 -0.771 0.294 0.258
H -2.361 3.671 0.816 0.254
H -4.600 3.339 -1.125 0.216
H -4.751 3.542 0.649 0.216
H -1.619 1.712 -2.187 0.191
H -0.550 2.645 -4.196 0.218
H -0.420 5.095 -4.503 0.226
H -1.333 6.600 -2.773 0.228
H -2.327 5.672 -0.722 0.226
Cl -0.260 -0.196 3.033 -0.071
C 1.445 -0.482 3.508 -0.044
C 1.573 -1.011 4.776 -0.228
C 2.847 -1.302 5.239 -0.187
C 3.940 -1.064 4.428 -0.211
C 3.766 -0.524 3.162 -0.076
Cl 5.193 -0.271 2.215 0.041
C 2.506 -0.196 2.643 -0.134
S 2.391 0.516 1.028 -0.348
H 0.698 -1.193 5.379 0.239
H 2.983 -1.718 6.228 0.235
H 4.943 -1.287 4.763 0.243
I 1.189 2.923 1.518 0.012
I -0.186 5.324 2.053 -0.284